Below is 4 unconnected molecules or ions with the total composition C2H12O3 in a non-equilibrium geometry, with properties calculated with ωB97M-V with the def2-TZVPD basis set.

ORCA input file:
```
! RIJCOSX wB97M-V def2-TZVPD def2/J DEFGRID3
* xyz -1 2
C 0.81027 5.09394 0.40667
C 1.09230 4.12705 -0.61677
H -0.17514 5.03842 0.57200
H 0.91553 6.20444 0.15062
H 1.25836 4.82516 1.32590
H 0.76155 4.47091 -1.68123
H 2.07500 3.74503 -0.60458
H 0.56217 3.09924 -0.34614
H 2.61028 -5.50791 0.99725
H 2.85851 -4.74980 2.32075
O 2.26538 -4.75016 1.57559
H -6.47218 -2.58466 -1.37364
H -4.96272 -2.83542 -1.37671
O -5.65158 -2.33869 -1.84825
H 1.22081 -0.20183 0.59772
H 1.30666 -1.81554 0.76750
O 1.71442 -1.03791 0.26156
*
```

Summary:
Molecular weight   84.11 g/mol
Frontier orbital gap (alpha / beta)   1.85 / 9.92 eV
E_LUMO (alpha / beta)   3.08 / 3.05 eV
HOMO energy (alpha / beta)   1.232 / -6.872 eV
Electronic energy   -309.01337 a.u.